Entry from the Open Molecules 2025 dataset: a structure of composition C33H36F4IrN4OTe (the ωB97M-V functional and the def2-TZVPD basis).

Element x y z (Å)
Ir1 -0.015523 0.517469 -0.609429
C1 -2.945069 1.629834 1.220214
C2 -2.975181 1.616093 -0.293537
N1 -1.664406 1.897050 -0.941103
C3 -1.820599 1.749469 -2.429591
C4 -1.145390 0.492930 -2.955538
C5 -1.225178 3.293025 -0.671133
C6 0.188224 3.473347 -1.176785
N2 0.969933 2.302704 -0.797574
C7 2.314774 2.368121 -1.156394
C8 3.326129 2.206294 -0.213705
F1 3.007569 1.961457 1.070911
C9 4.662296 2.259810 -0.565310
F2 5.580566 2.073503 0.386462
C10 5.055084 2.491270 -1.869036
C11 4.066876 2.650516 -2.819733
F3 4.391348 2.847431 -4.100864
C12 2.731915 2.572961 -2.472917
F4 1.803030 2.631825 -3.446879
H1 -3.931250 1.351370 1.591172
H2 -2.718392 2.613578 1.630421
H3 -2.220528 0.910637 1.604676
H4 -3.695753 2.355049 -0.661132
H5 -3.297149 0.636006 -0.648417
H6 -1.361797 2.612454 -2.904782
H7 -2.877844 1.759596 -2.695371
H8 -0.084499 0.360378 -2.589079
H9 -0.957927 0.582283 -4.026507
H10 -1.718324 -0.414849 -2.793161
H11 -1.293561 3.474034 0.398195
H12 -1.914307 3.990958 -1.156913
H13 0.613690 4.374513 -0.722253
H14 0.179162 3.661636 -2.257636
H15 6.100532 2.538101 -2.137717
N3 0.155256 4.099530 4.574585
C13 0.406480 3.123257 4.025460
C14 0.712838 1.896700 3.343627
C15 1.414016 0.863268 3.957991
C16 1.672060 -0.271267 3.216256
C17 1.221070 -0.355797 1.911557
N4 0.519158 0.633606 1.335839
C18 0.299093 1.750965 2.032711
H16 1.751146 0.962679 4.980589
H17 2.226475 -1.101984 3.627800
H18 1.445362 -1.202705 1.284979
H19 -0.204977 2.554724 1.528499
Te1 -1.081957 -2.002799 -0.585555
C19 -3.150322 -2.191950 -0.190482
C20 -3.875035 -2.954056 -1.103208
C21 -5.243539 -3.124270 -0.937474
C22 -5.889871 -2.541093 0.141236
C23 -5.169791 -1.782353 1.054897
C24 -3.805238 -1.602401 0.886877
C25 -0.329517 -2.995009 1.110553
C26 -0.898935 -2.880717 2.372167
C27 -0.311431 -3.529270 3.449401
C28 0.845798 -4.275033 3.269536
C29 1.412685 -4.384133 2.007482
C30 0.823057 -3.749871 0.922028
H20 -3.375081 -3.426832 -1.939989
H21 -5.800026 -3.719749 -1.648797
H22 -6.954626 -2.679005 0.273463
H23 -5.672140 -1.330400 1.900505
H24 -3.260426 -0.997849 1.598444
H25 -1.798645 -2.301643 2.527825
H26 -0.760888 -3.451573 4.430735
H27 1.299853 -4.780212 4.111754
H28 2.308448 -4.973322 1.861676
H29 1.266778 -3.836686 -0.061988
C31 2.103579 -1.887330 -2.788121
C32 2.462408 -0.889996 -1.694584
C33 3.772958 -1.250286 -1.015120
O1 1.448037 -0.874437 -0.704605
H30 2.897392 -1.962443 -3.532758
H31 1.184481 -1.595301 -3.302965
H32 1.946539 -2.876992 -2.352343
H33 2.559336 0.098316 -2.151612
H34 3.698776 -2.250533 -0.580403
H35 3.999668 -0.547430 -0.212182
H36 4.601275 -1.247183 -1.725828

Atoms 1-3, force components in eV/Å:
-0.4 -0.2 -0.6
0.0 0.0 0.0
0.0 0.0 0.0

Computed properties:
Net charge: +1
HOMO (eV): -10.7
Frontier orbital gap (eV): 7.75
E_tot (eV): -63807.84584

These are the Mulliken partial charges, in e, on atoms 1 to 5:
1. Ir 2.624
2. C -1.172
3. C -0.740
4. N -0.356
5. C -0.508



Entry from the Open Molecules 2025 dataset: a structure of composition C33H36F6GeMoN5O3PS2Se (the ωB97M-V functional and the def2-TZVPD basis).

Element x y z (Å)
Mo1 -1.184330 -2.279621 -1.049069
O1 -3.307279 1.282509 -1.044028
C1 -2.778609 0.261228 -0.707637
N1 -2.719961 -0.952463 -1.393839
C2 -3.700607 -1.270349 -2.342635
O2 -4.490272 -0.522102 -2.846191
C3 -3.721908 -2.750414 -2.624766
C4 -4.721413 -3.322086 -3.383493
C5 -4.719067 -4.700216 -3.542243
C6 -3.732980 -5.453995 -2.926019
C7 -2.765266 -4.808950 -2.176249
N2 -2.763900 -3.483483 -2.049134
C8 -2.119155 0.088985 0.629471
C9 -2.412088 0.919889 1.686548
C10 -1.884773 0.615972 2.930609
C11 -1.067296 -0.494014 3.060223
C12 -0.806694 -1.274834 1.950285
N3 -1.329863 -0.986649 0.753001
H1 -5.479252 -2.683167 -3.813785
H2 -5.487957 -5.183731 -4.129042
H3 -3.710409 -6.530405 -3.011675
H4 -1.991576 -5.353484 -1.652136
H5 -3.069485 1.760585 1.518113
H6 -2.122376 1.227605 3.789600
H7 -0.649030 -0.781224 4.014087
H8 -0.214929 -2.172916 2.024926
C13 1.907458 0.876918 -2.068584
C14 0.688782 0.016443 -2.116072
N4 0.471609 -0.871645 -1.184049
N5 1.497809 -0.979667 -0.260162
C15 1.689435 -2.166637 0.180412
S1 0.624135 -3.509824 -0.185798
S2 3.037356 -2.504450 1.270326
C16 4.468260 -2.040029 0.227663
C17 5.110124 -0.701907 0.487082
C18 4.361748 0.452499 0.671913
C19 4.988031 1.678976 0.835199
C20 6.372866 1.763733 0.825198
C21 7.127322 0.612728 0.649933
C22 6.498888 -0.612376 0.481145
C23 -0.189093 0.068753 -3.270564
C24 -0.297191 1.205085 -4.085197
C25 -1.006669 1.158062 -5.262944
C26 -1.569810 -0.045855 -5.692643
C27 -1.466034 -1.183418 -4.921887
C28 -0.817471 -1.114208 -3.690744
O3 -0.825546 -2.195335 -2.898677
H9 2.797442 0.245420 -2.071214
H10 1.953505 1.546319 -2.919285
H11 1.937972 1.432810 -1.128878
H12 5.188562 -2.839211 0.400570
H13 4.143476 -2.135804 -0.809645
H14 3.281774 0.397683 0.686101
H15 4.384161 2.568517 0.970165
H16 6.862489 2.719155 0.957249
H17 8.207621 0.665939 0.649054
H18 7.095677 -1.506887 0.347827
H19 0.158373 2.133867 -3.771729
H20 -1.117396 2.050036 -5.862574
H21 -2.103785 -0.083743 -6.632262
H22 -1.903663 -2.123786 -5.228865
F1 -2.197269 -3.295884 0.324205
P1 -2.695164 -4.781173 1.797072
F2 -1.904623 -5.706661 0.778262
F3 -3.966321 -4.911562 0.870809
F4 -3.064600 -5.849796 2.844351
F5 -1.298217 -4.342696 2.406001
F6 -3.349413 -3.521332 2.482215
C29 -0.456910 3.737454 4.334069
Ge1 -0.062511 4.846533 2.767065
C30 0.299596 6.686302 3.313868
C31 -1.534655 4.775247 1.480438
C32 1.513455 4.088421 1.854737
Se1 1.294769 2.198888 1.404918
C33 2.046640 1.416523 3.013704
H23 -1.394144 4.038207 4.801896
H24 0.336850 3.826498 5.076475
H25 -0.529838 2.691211 4.037620
H26 -0.565620 7.121146 3.813050
H27 0.541952 7.305365 2.450079
H28 1.144336 6.720792 4.002099
H29 -2.483516 5.053342 1.938506
H30 -1.625440 3.771874 1.064192
H31 -1.344347 5.460800 0.653983
H32 2.431430 4.172521 2.437569
H33 1.695652 4.601510 0.909897
H34 1.460910 1.700935 3.883983
H35 3.081399 1.729473 3.130840
H36 2.017899 0.335253 2.885139

Atoms 1-3, force components in eV/Å:
-0.3 0.3 0.2
0.0 -0.1 0.0
0.0 0.1 0.1

Computed properties:
Net charge: +1
HOMO (spin up / spin down) (eV): -10.4 / -10.4
Frontier orbital gap (spin up / spin down) (eV): 5.24 / 5.47
<S²>: 0.76
E_tot (eV): -219382.61487
2S+1: 2

These are the Mulliken partial charges, in e, on atoms 1 to 5:
1. Mo -1.394
2. O -0.619
3. C -0.317
4. N 1.330
5. C 0.240



Entry from the Open Molecules 2025 dataset: a structure of composition C33H36I2N3O7Tl (the ωB97M-V functional and the def2-TZVPD basis).

Element x y z (Å)
Tl1 0.091903 0.243211 -0.035502
C1 -1.246061 -0.240006 3.020306
C2 -0.207467 -1.141888 2.928339
C3 1.096662 -0.341187 3.256214
C4 0.704788 0.930565 3.455217
C5 -0.738333 1.036846 3.293792
C6 -1.480991 2.313918 3.337363
C7 -1.320492 2.914752 4.750042
C8 -0.847633 3.276463 2.304932
C9 -2.964096 2.131680 3.009690
C10 2.538183 -0.772499 3.383539
C11 3.118781 -1.080292 1.987330
C12 2.686365 -1.960500 4.349817
C13 3.387464 0.366843 3.969648
C14 -0.494488 -2.587228 2.635007
C15 -1.792001 -2.721043 1.808883
C16 0.577900 -3.342322 1.836157
C17 -0.726443 -3.268218 4.007537
H1 -2.287350 -0.465804 2.876768
H2 1.340917 1.760960 3.706923
H3 -0.271210 3.084293 4.993514
H4 -1.748207 2.252105 5.503778
H5 -1.842465 3.870164 4.789695
H6 0.208869 3.451190 2.509564
H7 -1.367334 4.232691 2.352063
H8 -0.944858 2.890100 1.288331
H9 -3.454400 1.480023 3.735036
H10 -3.090165 1.709791 2.011376
H11 -3.465962 3.097996 3.030798
H12 2.570472 -1.855093 1.459582
H13 4.157359 -1.400780 2.076366
H14 3.095192 -0.175397 1.377304
H15 2.196221 -2.863352 4.001048
H16 2.267785 -1.699802 5.324420
H17 3.743107 -2.188718 4.485384
H18 3.421183 1.229059 3.302862
H19 4.409243 0.012341 4.098429
H20 3.012026 0.681174 4.945021
H21 -1.729382 -2.140840 0.886446
H22 -2.676330 -2.412740 2.365516
H23 -1.926834 -3.765066 1.532162
H24 0.714735 -2.877320 0.857480
H25 0.228912 -4.360618 1.668598
H26 1.535213 -3.410884 2.340795
H27 -1.549142 -2.786386 4.536800
H28 0.158570 -3.225541 4.641756
H29 -0.983432 -4.313557 3.838568
I1 -2.232894 3.891505 -3.521262
C18 -0.383861 2.954508 -3.776519
C19 0.283578 3.009219 -4.992811
C20 1.509295 2.403581 -5.143428
I2 2.415974 2.467582 -7.039594
C21 2.129670 1.747306 -4.057209
C22 3.412539 1.160605 -4.098117
C23 3.934655 0.571404 -2.977430
C24 3.161614 0.539348 -1.810467
N1 1.960958 1.068962 -1.741608
C25 1.435300 1.676847 -2.819956
C26 0.114635 2.265346 -2.645498
O1 -0.523201 2.183992 -1.552842
H30 -0.159896 3.536269 -5.826397
H31 3.983441 1.190211 -5.016121
H32 4.924187 0.135358 -2.977810
H33 3.544342 0.072029 -0.911471
O2 -1.175742 -3.438180 -2.099032
C27 -0.140401 -2.813848 -1.897250
O3 0.015298 -1.585178 -1.626832
C28 1.165080 -3.648048 -1.922988
C29 2.350080 -3.122754 -1.434912
C30 3.486015 -3.920985 -1.381989
C31 3.475094 -5.224111 -1.843900
C32 2.286010 -5.720879 -2.342639
C33 1.128580 -4.958304 -2.376505
N2 2.252222 -7.108410 -2.827063
O4 1.183773 -7.545246 -3.203263
O5 3.296839 -7.732710 -2.816804
N3 4.719634 -3.393220 -0.798277
O6 4.726369 -2.225056 -0.442561
O7 5.663585 -4.148505 -0.680079
H34 2.376754 -2.097063 -1.098050
H35 4.362276 -5.837182 -1.812988
H36 0.200220 -5.367776 -2.747724

Atoms 1-3, force components in eV/Å:
0.2 0.3 -1.2
-0.2 0.3 0.4
-0.8 -0.1 -0.3

Computed properties:
Net charge: 0
HOMO (spin up / spin down) (eV): -6.8 / -6.8
Frontier orbital gap (spin up / spin down) (eV): 2.66 / 2.72
E_tot (eV): -74495.79619

These are the Mulliken partial charges, in e, on atoms 1 to 5:
1. Tl 1.149
2. C -0.898
3. C 0.829
4. C -0.192
5. C -1.008



F_max for the records above, in order: 0.0141, 0.0082, 0.0248 hartree/bohr
Energy above the lowest of the compared OMol25 structures with the same formula, charge and spin for the records above, in order: 0.00, 9.85, 26.66 kcal/mol